[1]
DFT (ωB97M-V/def2-TZVPD) results for one molecule with the formula C17H21N3O3S2 at a distorted geometry.

The structure (SMILES) is CS[C@]1(Cc2c[nH]c3ccccc23)NC(=O)[C@](CO)(SC)N(C)C1=O. Its max |F| is 0.1655 hartree/bohr. As for the total energy: -1846.69159 a.u. The charge is 0. The HOMO energy comes out at -8.02 eV.

Cartesian coordinates (Å):
C -2.358 -2.735 -0.783
S -0.694 -3.217 -0.014
C 0.099 -1.601 0.248
C 0.243 -1.456 1.826
C 0.402 -0.038 2.202
C 1.650 0.559 2.508
N 1.357 1.892 2.760
C -0.027 2.211 2.627
C -0.812 3.298 2.941
C -2.167 3.154 3.056
C -2.870 1.987 2.612
C -2.039 0.924 2.180
C -0.692 0.981 2.263
N -0.756 -0.540 -0.135
C -0.705 0.008 -1.348
O -1.743 0.532 -1.708
C 0.654 0.210 -2.129
C 1.066 1.685 -2.228
O 1.688 2.079 -0.998
S 0.423 -0.330 -3.823
C -0.130 -2.162 -3.748
N 1.756 -0.683 -1.505
C 3.118 -0.372 -1.866
C 1.468 -1.588 -0.524
O 2.119 -2.461 -0.203
H -2.238 -2.292 -1.742
H -2.818 -3.766 -0.915
H -3.009 -2.240 -0.027
H -0.640 -1.827 2.291
H 1.064 -2.070 2.254
H 2.632 0.054 2.475
H 2.031 2.623 2.941
H -0.271 4.181 3.081
H -2.850 3.932 3.368
H -3.925 1.928 2.564
H -2.468 -0.040 1.906
H -1.743 -0.667 0.153
H 1.845 1.841 -2.975
H 0.233 2.368 -2.475
H 1.120 2.333 -0.224
H 0.039 -2.757 -2.819
H 0.515 -2.728 -4.443
H -1.245 -2.257 -4.068
H 3.382 0.610 -1.454
H 3.830 -0.944 -1.223
H 3.464 -0.620 -2.880



[2]
DFT (ωB97M-V/def2-TZVPD) results for one molecule with the formula C17H21N3O4S at a distorted geometry.

The structure (SMILES) is COCCn1c(=S)[nH]c2cc(C(=O)NC[C@H]3CCCO3)ccc2c1=O. Its max |F| is 0.3097 hartree/bohr. As for the total energy: -1523.17854 a.u. The charge is 0. The HOMO energy comes out at -8.47 eV.

Cartesian coordinates (Å):
C 7.157 2.115 0.123
O 6.970 1.121 -0.929
C 5.657 0.750 -0.934
C 5.249 -0.295 0.263
N 3.833 -0.871 0.115
C 3.420 -1.911 -0.380
S 4.472 -2.868 -1.091
N 2.144 -2.177 -0.552
C 1.113 -1.488 0.114
C -0.117 -1.995 0.173
C -1.199 -1.025 0.854
C -2.432 -1.658 0.707
O -2.787 -2.908 0.793
N -3.558 -0.835 0.764
C -4.900 -1.048 0.669
C -5.503 -0.084 -0.704
C -5.605 1.046 -0.037
C -4.701 1.937 -0.972
C -4.722 0.961 -2.335
O -4.689 -0.416 -1.630
C -0.907 0.031 1.439
C 0.527 0.185 1.459
C 1.521 -0.256 0.940
C 2.879 0.104 0.804
O 3.182 1.102 1.614
H 8.033 2.377 -0.199
H 7.049 1.762 0.979
H 6.517 2.854 0.007
H 5.238 0.166 -1.596
H 4.688 1.456 -0.867
H 5.725 -1.011 0.347
H 5.424 0.203 1.384
H 1.930 -3.000 -0.923
H -0.432 -2.834 -0.071
H -3.378 0.237 0.927
H -4.977 -2.153 0.455
H -5.451 -1.066 1.364
H -6.413 -0.625 -0.729
H -6.613 1.724 -0.142
H -5.367 1.345 1.104
H -3.718 2.243 -0.700
H -5.105 3.142 -1.298
H -5.556 1.135 -2.817
H -3.834 1.009 -2.829
H -1.593 0.424 2.173
H 0.829 1.094 2.165



[3]
DFT (ωB97M-V/def2-TZVPD) results for one molecule with the formula C17H21N3O4S2 at a distorted geometry.

The structure (SMILES) is CCNC(=O)NC(=O)[C@H](C)OC(=O)CCCSc1nc2ccccc2s1. Its max |F| is 0.0197 hartree/bohr. As for the total energy: -1922.11332 a.u. The charge is 0. The HOMO energy comes out at -8.39 eV.

Cartesian coordinates (Å):
C 1.843 -3.835 4.826
C 0.402 -3.859 4.328
N 0.311 -3.381 2.967
C -0.290 -2.232 2.650
O -0.888 -1.499 3.404
N -0.209 -1.877 1.275
C 0.380 -2.544 0.256
O 0.982 -3.593 0.366
C 0.288 -1.829 -1.090
C 1.598 -1.078 -1.327
O -0.845 -0.957 -1.078
C -1.330 -0.556 -2.266
O -0.814 -0.810 -3.319
C -2.637 0.179 -2.077
C -2.939 1.146 -3.221
C -2.379 2.542 -2.995
S -0.566 2.664 -3.201
C -0.020 2.376 -1.590
N -0.765 2.066 -0.595
C -0.037 1.869 0.544
C -0.548 1.480 1.778
C 0.324 1.294 2.832
C 1.693 1.487 2.672
C 2.223 1.876 1.455
C 1.354 2.063 0.395
S 1.714 2.511 -1.255
H 2.472 -4.462 4.199
H 2.231 -2.820 4.804
H 1.889 -4.204 5.847
H 0.007 -4.879 4.372
H -0.226 -3.208 4.939
H 0.798 -3.885 2.233
H -0.677 -1.004 1.055
H 0.154 -2.575 -1.884
H 2.419 -1.789 -1.337
H 1.560 -0.565 -2.285
H 1.764 -0.354 -0.532
H -3.407 -0.597 -2.035
H -2.616 0.691 -1.115
H -4.021 1.244 -3.333
H -2.536 0.732 -4.148
H -2.601 2.908 -1.994
H -2.776 3.232 -3.739
H -1.609 1.330 1.897
H -0.066 0.974 3.785
H 2.355 1.333 3.510
H 3.283 2.026 1.327



[4]
DFT (ωB97M-V/def2-TZVPD) results for C17H21N4O2PS3W as an isolated structure.

Its max |F| is 0.0112 hartree/bohr. As for the total energy: -2632.83237 a.u. As for the spin multiplicity: 2. The charge is +1. The HOMO energy (spin up / spin down) comes out at -10.99 / -11.42 eV.

Cartesian coordinates (Å):
W 0.211 0.952 -0.134
N 1.202 -2.156 2.799
C 0.736 -1.417 1.788
S 1.839 -0.223 1.116
N -0.452 -1.697 1.320
N -0.809 -0.886 0.275
C -1.851 -1.216 -0.420
C -2.643 -2.440 -0.199
C -3.297 -2.655 1.011
C -4.058 -3.799 1.182
C -4.149 -4.736 0.161
C -3.487 -4.530 -1.040
C -2.741 -3.375 -1.226
C -2.207 -0.266 -1.495
C -3.329 -0.392 -2.289
C -3.577 0.578 -3.254
C -2.699 1.637 -3.398
C -1.592 1.703 -2.567
N -1.366 0.777 -1.636
H 2.115 -1.985 3.179
H 0.649 -2.918 3.154
H -3.205 -1.934 1.812
H -4.575 -3.963 2.118
H -4.738 -5.632 0.304
H -3.548 -5.264 -1.831
H -2.220 -3.211 -2.162
H -3.991 -1.232 -2.142
H -4.452 0.504 -3.886
H -2.860 2.407 -4.138
H -0.865 2.501 -2.632
C 2.900 2.598 -5.060
C 2.209 3.288 -3.909
O 3.006 3.167 -2.711
P 2.708 2.283 -1.418
S -0.743 2.149 1.348
S 1.665 0.626 -2.141
O 1.167 2.905 -0.808
C 1.253 4.173 -0.077
C 1.404 5.347 -1.018
H 2.322 2.740 -5.974
H 2.992 1.529 -4.870
H 3.895 3.014 -5.213
H 1.221 2.860 -3.726
H 2.101 4.358 -4.086
H 2.083 4.101 0.629
H 0.331 4.260 0.489
H 2.362 5.348 -1.533
H 1.329 6.265 -0.434
H 0.603 5.353 -1.758



[5]
DFT (ωB97M-V/def2-TZVPD) results for C17H21N4O5S3Ti as an isolated structure.

Its max |F| is 0.0063 hartree/bohr. As for the total energy: -3299.87168 a.u. As for the spin multiplicity: 3. The charge is -1. The HOMO energy (spin up / spin down) comes out at -2.78 / -4.77 eV.

Cartesian coordinates (Å):
Ti -0.081 0.574 -0.270
C -0.624 -1.510 5.569
C -0.824 -0.045 5.204
N 0.180 0.441 4.274
C 0.026 0.244 2.913
S 1.087 1.154 1.874
N -0.853 -0.625 2.531
N -0.917 -0.762 1.156
C -1.661 -1.773 0.709
C -2.468 -2.670 1.601
C -1.628 -1.981 -0.687
C -2.309 -3.028 -1.360
C -2.160 -3.178 -2.708
C -1.349 -2.268 -3.427
C -0.743 -1.253 -2.732
N -0.833 -1.109 -1.400
H -1.384 -1.840 6.282
H 0.361 -1.664 6.013
H -0.704 -2.122 4.671
H -0.755 0.572 6.103
H -1.823 0.090 4.778
H 0.613 1.321 4.493
H -2.244 -2.452 2.641
H -2.245 -3.721 1.400
H -3.538 -2.518 1.436
H -2.944 -3.697 -0.796
H -2.676 -3.978 -3.226
H -1.244 -2.324 -4.501
H -0.163 -0.491 -3.241
O -1.274 3.901 -1.391
S -1.345 2.487 -1.652
O -2.139 2.101 -2.793
O -1.769 1.709 -0.397
O 0.076 1.880 -1.773
C 3.932 -1.729 -1.044
S 2.181 -1.568 -1.391
O 1.881 -0.201 -0.826
C 1.605 -2.769 -0.210
C 1.613 -2.466 1.145
C 1.125 -3.405 2.039
C 0.635 -4.621 1.576
C 0.609 -4.899 0.216
C 1.086 -3.962 -0.690
H 4.095 -1.499 0.007
H 4.454 -1.016 -1.680
H 4.237 -2.749 -1.275
H 1.935 -1.486 1.485
H 1.099 -3.167 3.095
H 0.242 -5.344 2.280
H 0.189 -5.829 -0.145
H 1.020 -4.135 -1.758